Entry 1:
Computed, not measured: a cluster of 3 separate species, C6H9NS in total, with ωB97M-V/def2-TZVPD.

Structure (ORCA input):
```
! RIJCOSX wB97M-V def2-TZVPD def2/J DEFGRID3
* xyz 0 3
S 2.7257 -0.1058 -0.6951
N 0.2525 1.9751 2.4915
C 3.6448 1.1474 -0.2262
C 5.4834 -0.2855 0.5638
C -0.4446 1.7781 1.5906
C -6.2746 -1.3929 -1.6453
C 4.8316 0.8900 0.5203
C -5.4956 -1.7392 -0.6341
H -7.0246 -2.0004 -2.2173
H 5.3861 1.7588 0.9982
H 3.2972 2.1694 -0.4528
H -6.1724 -0.3387 -2.0191
H -4.8850 -1.0882 -0.0159
H -1.2837 1.5568 0.9241
H -5.4931 -2.6898 -0.1336
H 6.3752 -0.4683 0.9660
H 5.0771 -1.1666 -0.0151
*
```

Calculated values
ΔE to the lowest compared entry with this formula, charge and spin: 2.049 eV
<S²>: 2.025
Kohn-Sham gap (spin up / spin down): 7.529 / 7.010 eV
Electronic energy: -18687.659 eV
E_HOMO (spin up / spin down): -7.0 / -9.4 eV

***

Entry 2:
Computed, not measured: the ion C5H9N4O2S with charge -1, with ωB97M-V/def2-TZVPD.

Structure (ORCA input):
```
! RIJCOSX wB97M-V def2-TZVPD def2/J DEFGRID3
* xyz -1 1
S -0.4588 1.4209 -0.3232
O -1.3317 1.9317 0.7076
O -0.8240 1.5305 -1.7683
N -1.9078 -1.5007 -1.0735
N -1.4651 -2.1265 0.9892
N -2.3785 -2.9419 0.4540
N -2.6217 -2.5588 -0.7739
C 0.1524 -0.2615 0.1190
C 1.0179 2.5667 -0.3676
C -1.1909 -1.3010 -0.0300
C 0.3945 -0.2592 1.6012
C 1.1376 -0.7419 -0.8963
H 0.5552 -1.2678 1.9235
H -0.4332 0.1947 2.0259
H 1.7053 2.4495 -1.1288
H 2.2456 -0.5853 -0.6509
H 0.6261 3.5808 -0.5498
H 1.1810 -1.9043 -0.6477
H 0.8291 -0.6060 -1.9546
H 1.4573 0.1032 1.7243
H 1.3097 2.2771 0.6199
*
```

Calculated values
Kohn-Sham gap: 8.331 eV
Electronic energy: -26219.910 eV
E_HOMO: -5.3 eV

***

Entry 3:
Computed, not measured: a cluster of 2 separate species, C5H13N2O in total, with ωB97M-V/def2-TZVPD.

Structure (ORCA input):
```
! RIJCOSX wB97M-V def2-TZVPD def2/J DEFGRID3
* xyz 1 1
O 1.3297 -0.8519 0.8131
N -2.1549 2.4610 0.2146
N -0.9256 -0.6507 1.8864
C 2.2510 -0.2825 -2.2930
C -1.6120 0.2558 0.9566
C 1.2181 -1.5879 -0.4540
C -1.3203 1.5498 0.8516
C 1.1552 -0.6137 -1.6135
H -2.7543 2.0407 -0.4875
H 1.4893 0.0578 0.5316
H -0.8552 -0.1898 2.7848
H -1.4232 -1.5205 2.0307
H 0.1715 -0.3145 -1.9540
H 3.2276 -0.6451 -2.0042
H 2.1586 0.4303 -3.1005
H -0.4147 1.9953 1.2520
H -2.4339 -0.1730 0.3987
H 2.0927 -2.2164 -0.5958
H 0.1547 -0.7994 1.3928
H -1.6725 3.2530 -0.1874
H 0.3178 -2.1982 -0.4229
*
```

Calculated values
ΔE to the lowest compared entry with this formula, charge and spin: 2.718 eV
Kohn-Sham gap: 9.802 eV
Electronic energy: -10415.477 eV
E_HOMO: -12.7 eV

***

Entry 4:
Computed, not measured: a structure of composition C21H23N4NiO7PS2Te, with ωB97M-V/def2-TZVPD.

Structure (ORCA input):
```
! RIJCOSX wB97M-V def2-TZVPD def2/J DEFGRID3
* xyz -2 3
Te -1.6472 -1.0611 -3.3190
Ni -0.8714 1.9428 -0.4319
S -1.2335 1.8250 3.1697
S 0.9678 3.2527 -0.2912
P -0.5676 -1.1942 -1.2489
O -2.3647 1.6368 4.0530
O 0.9806 -1.7448 -1.3609
O -0.3669 2.9194 3.5384
O -1.2751 -2.5165 -0.5532
O -0.4238 -0.1261 -0.2010
O -0.8257 2.9367 -4.4713
O -0.8981 2.1364 -2.4139
N -1.6481 2.0062 1.6151
N -3.3021 0.3189 1.7988
N 2.2174 -3.0295 3.3780
N -2.9258 1.5721 -0.1985
C 1.0662 3.3503 -3.1186
C -1.6884 -2.6308 1.8439
C 0.3879 -1.7129 4.2841
C 3.6954 4.3045 -2.9946
C 3.0838 4.1339 -4.2321
C -4.6580 -0.0437 -0.1326
C 2.7926 -2.7616 -2.5345
C -4.2887 -0.3035 1.1755
C 1.3031 -2.8055 -2.2325
C -0.4191 -0.5871 4.2336
C 1.3778 -1.9022 3.3219
C 1.6784 3.5265 -1.8643
C 1.5800 -0.9338 2.3402
C -2.6503 1.2671 1.1059
C 2.9989 4.0142 -1.8416
C -0.7546 -2.9602 0.6944
C -3.9006 0.9142 -0.7943
C 0.7916 0.2005 2.3058
C -0.2173 0.3559 3.2433
C -0.3283 2.7863 -3.3498
C 1.7841 3.6661 -4.2726
H 3.1041 -3.6848 -3.0260
H 0.2211 -2.4957 0.8708
H -4.8019 -1.0566 1.7704
H -4.0841 1.1716 -1.8307
H 3.6228 4.3578 -5.1459
H -2.6719 -3.0731 1.6738
H -0.6110 -4.0462 0.6108
H 2.6199 -3.2668 2.4843
H 1.7980 -3.8260 3.8313
H 4.7185 4.6619 -2.9337
H 0.2495 -2.4568 5.0621
H -1.8031 -1.5512 1.9200
H 2.3479 -1.0875 1.5916
H 1.2749 3.5258 -5.2169
H 3.4616 4.1492 -0.8720
H 3.0193 -1.9168 -3.1837
H 3.3508 -2.6406 -1.6048
H 1.0438 -3.7634 -1.7582
H -1.2765 -3.0081 2.7817
H -5.4749 -0.5597 -0.6129
H -1.2129 -0.4250 4.9503
H 0.9415 0.9556 1.5461
H 0.7124 -2.7167 -3.1528
*
```

Calculated values
<S²>: 2.006
Kohn-Sham gap (spin up / spin down): 6.084 / 6.098 eV
Electronic energy: -121745.301 eV
E_HOMO (spin up / spin down): -1.8 / -1.8 eV

***

Number 1: strongest force on any atom 4.920 eV/Å, molecular weight 127.21 g/mol. Number 2: strongest force on any atom 4.830 eV/Å, molecular weight 189.22 g/mol. Number 3: strongest force on any atom 1.369 eV/Å, molecular weight 117.17 g/mol. Number 4: strongest force on any atom 1.496 eV/Å, molecular weight 724.84 g/mol.